No. 1
One molecule with the formula C20H22N2O2. Source: the OMol25 dataset; level of theory: ωB97M-V/def2-TZVPD.

Output
* SMILES string: COc1cccc(CNC(=O)CCCc2c[nH]c3ccccc23)c1
* frontier orbital gap: 8.638 eV
* LUMO energy: 0.8057 eV
* E_HOMO: -7.8 eV

The geometry in XYZ format:
```
46
Properties=species:S:1:pos:R:3:forces:R:3:lowdin_charge:R:1
C -6.5591 -1.2477 -1.3099 -0.21 0.02 -0.09 -0.0927
O -5.2593 -1.2845 -0.7747 0.30 0.06 0.15 -0.0819
C -4.6858 -0.1162 -0.3730 0.20 0.02 0.08 -0.2669
C -5.2759 1.1392 -0.4755 -0.24 -0.17 -0.11 -0.0304
C -4.5865 2.2560 -0.0333 0.04 0.04 0.03 -0.0813
C -3.3184 2.1431 0.5036 0.03 0.03 0.06 -0.0565
C -2.7237 0.8920 0.6148 -0.11 0.03 -0.06 -0.2046
C -1.3415 0.7319 1.1930 0.03 -0.10 0.14 -0.1262
N -0.4746 -0.0189 0.3116 -0.19 0.32 -0.04 0.0637
C -0.0168 -1.2562 0.6130 0.19 0.23 -0.62 -0.5177
O -0.2498 -1.7988 1.6724 -0.04 -0.33 0.41 0.0606
C 0.7987 -1.8925 -0.5018 0.07 -0.37 0.20 -0.1042
C 1.8147 -2.8940 0.0431 -0.12 0.16 0.13 -0.1833
C 2.9067 -2.2112 0.8781 0.00 -0.18 -0.23 -0.1398
C 3.6386 -1.1683 0.0994 0.22 -0.21 -0.02 -0.1934
C 4.6097 -1.3687 -0.8373 -0.19 -0.20 0.23 -0.0464
N 5.0076 -0.1719 -1.3755 0.29 0.06 -0.30 0.0771
C 4.2964 0.8338 -0.7898 -0.38 0.16 0.32 -0.2144
C 4.3337 2.2072 -0.9959 0.05 0.12 -0.06 -0.0272
C 3.4813 2.9882 -0.2460 0.12 0.06 -0.14 -0.1026
C 2.6149 2.4212 0.6935 -0.18 0.05 0.17 -0.1018
C 2.5748 1.0618 0.9046 0.04 0.03 -0.01 -0.0321
C 3.4175 0.2438 0.1516 0.34 0.18 -0.32 -0.1336
C -3.4098 -0.2271 0.1767 -0.18 -0.02 -0.06 0.0484
H -6.8120 -2.2814 -1.5409 -0.03 0.09 0.00 0.0923
H -6.6005 -0.6525 -2.2284 0.00 -0.01 0.05 0.0945
H -7.2810 -0.8524 -0.5879 0.03 0.00 -0.03 0.0954
H -6.2631 1.2599 -0.8926 -0.08 -0.03 -0.05 0.1000
H -5.0512 3.2277 -0.1155 -0.04 0.07 -0.02 0.1038
H -2.7924 3.0233 0.8421 0.08 0.10 0.03 0.1050
H -0.8983 1.7123 1.3964 -0.07 -0.08 0.04 0.1189
H -1.3884 0.1599 2.1257 0.05 0.17 -0.09 0.1316
H -0.2823 0.3798 -0.5929 0.11 -0.12 0.03 0.1496
H 0.0951 -2.4088 -1.1613 -0.02 0.08 -0.03 0.1255
H 1.3048 -1.1181 -1.0804 -0.06 0.01 -0.07 0.1113
H 2.2749 -3.4272 -0.7916 -0.01 -0.02 0.01 0.1112
H 1.2916 -3.6149 0.6728 0.00 -0.06 -0.07 0.1116
H 2.4442 -1.7548 1.7533 0.04 -0.06 0.10 0.1107
H 3.6085 -2.9742 1.2230 -0.05 0.04 0.12 0.1167
H 5.0573 -2.2883 -1.1639 0.08 -0.16 -0.05 0.1228
H 5.7228 -0.0548 -2.0723 -0.09 -0.01 0.09 0.1536
H 5.0097 2.6448 -1.7164 0.05 0.07 -0.06 0.1052
H 3.4841 4.0600 -0.3804 0.01 0.07 -0.02 0.0970
H 1.9706 3.0722 1.2670 -0.05 0.04 0.06 0.0951
H 1.9089 0.6340 1.6385 -0.08 -0.02 0.10 0.1068
H -2.9686 -1.2080 0.2622 0.07 -0.16 0.00 0.1288
```
Positions in Å, forces in eV/Å.

No. 2
C20H22N2O3Zn as an isolated structure. Source: the OMol25 dataset; level of theory: ωB97M-V/def2-TZVPD.

Output
* frontier orbital gap (spin up / spin down): 6.607 / 6.487 eV
* LUMO energy (spin up / spin down): -1.0636 / -1.1420 eV
* E_HOMO (spin up / spin down): -7.7 / -7.6 eV

The geometry in XYZ format:
```
48
Properties=species:S:1:pos:R:3:forces:R:3:lowdin_charge:R:1
C 0.2153 -1.8321 0.9160 -0.17 -2.33 1.29 -0.0825
C 1.7000 0.4665 1.0435 2.20 0.91 1.33 -0.0715
H -0.4931 -1.8697 1.7606 0.07 0.46 -0.35 0.0233
H 1.2419 -1.9007 1.2924 -0.38 0.10 -0.29 0.0238
H 0.0065 -2.6628 0.2306 0.11 0.35 -0.07 0.0205
H 1.8777 1.5471 0.9617 -0.25 -0.20 -0.20 0.0142
H 1.5158 0.2218 2.0977 -0.35 -0.07 -0.47 0.0131
H 2.5589 -0.0953 0.6595 -0.40 0.18 0.03 0.0210
C -2.5452 -1.5466 -0.9789 -0.33 0.53 -0.43 -0.0747
C -3.7531 -1.7260 -1.6669 0.37 0.22 0.10 -0.0303
C -4.1962 -0.7180 -2.5276 0.21 -0.04 0.20 -0.0417
C -3.4290 0.4327 -2.6897 0.68 0.02 0.42 0.0063
H -2.1360 -2.3034 -0.2979 -0.28 0.40 -0.28 0.1132
H -4.3212 -2.6355 -1.5049 0.02 0.14 -0.10 0.1091
H -5.1376 -0.8159 -3.0674 0.23 -0.04 0.16 0.1147
H -3.7412 1.2447 -3.3415 -0.09 -0.35 0.11 0.1034
N -1.8298 -0.4255 -1.1210 -0.21 0.45 -0.48 0.0694
C -2.2248 0.5580 -1.9683 -0.87 -1.17 0.34 -0.1685
C -1.3547 1.7524 -2.0640 0.83 1.16 0.14 -0.1666
N -0.2657 1.7876 -1.2554 -0.49 0.12 -0.45 0.0736
C 0.5792 2.8262 -1.2869 -0.67 0.07 -0.45 -0.0796
C -0.7768 3.9252 -2.9490 0.08 -0.21 0.22 -0.0430
C 0.3460 3.9312 -2.1174 -0.06 -0.44 0.18 -0.0341
H 1.4536 2.7657 -0.6286 -0.45 0.08 -0.31 0.1065
H 1.0377 4.7664 -2.0897 -0.13 -0.08 -0.09 0.1082
C -1.6331 2.8270 -2.9331 0.22 -0.55 0.47 0.0061
H -2.5154 2.7792 -3.5664 0.31 0.20 0.08 0.1036
H -0.9933 4.7674 -3.6053 0.11 -0.19 0.18 0.1146
Zn -0.0303 0.0194 -0.0019 -1.01 0.63 0.02 0.5202
C 1.3182 -0.8551 -1.3196 0.71 -0.48 -0.79 -0.1453
H 2.0613 -0.1276 -1.6614 -0.14 0.10 0.20 0.0044
H 0.7642 -1.2017 -2.1991 -0.23 0.05 0.18 0.0063
H 1.8299 -1.7068 -0.8671 -0.04 0.23 -0.12 -0.0027
O -2.1150 -1.5777 3.6167 -0.70 -0.37 0.05 0.0383
C -1.0727 -0.9326 4.1879 1.04 0.29 0.86 -0.2866
C -0.3076 -1.5288 5.2175 -0.47 0.22 -0.66 -0.0084
C 0.7889 -0.8477 5.7355 0.28 0.31 0.05 -0.1016
C 1.1447 0.4190 5.2533 -0.05 -0.30 0.05 -0.0997
C 0.3831 0.9934 4.2329 0.23 0.20 0.21 -0.0567
C -0.7268 0.3419 3.7211 0.07 -0.62 -0.06 -0.1098
C -1.7019 0.8752 2.6998 -0.33 0.71 0.44 -0.6143
O -2.8207 1.1380 3.1925 0.60 -0.29 -1.01 0.0220
O -1.3511 0.9694 1.4801 0.16 -0.11 -0.43 -0.0558
H -2.7474 -0.9123 3.2599 0.41 -0.23 0.40 0.1073
H -0.5856 -2.5025 5.6118 -0.01 0.11 -0.17 0.1106
H 1.3888 -1.3001 6.5351 -0.34 0.14 -0.34 0.1015
H 2.0095 0.9399 5.6803 -0.39 -0.18 -0.26 0.0988
H 0.6626 1.9675 3.8327 -0.12 -0.13 0.10 0.1193
```
Positions in Å, forces in eV/Å.

No. 3
C20H22N2O4S2 as an isolated structure. Source: the OMol25 dataset; level of theory: ωB97M-V/def2-TZVPD.

Output
* frontier orbital gap: 7.064 eV
* LUMO energy: 0.0923 eV
* E_HOMO: -7.0 eV

The geometry in XYZ format:
```
50
Properties=species:S:1:pos:R:3:forces:R:3:lowdin_charge:R:1
C 2.1890 -0.9410 0.2712 0.35 0.98 -0.13 -0.1105
C 3.7153 -0.9711 0.3025 0.97 -0.16 0.01 -0.1413
N 4.3246 0.3929 0.3251 -0.53 -0.22 0.09 -0.1320
C 3.8467 1.1289 -0.8669 1.27 -0.22 0.24 -0.1588
C 2.3425 1.1918 -0.9107 -1.15 -0.40 0.43 -0.1194
N 1.7649 0.5038 0.3085 8.25 -1.66 -0.72 -0.2148
C 2.3340 1.1817 1.5393 -1.38 -0.43 -0.75 -0.1057
C 3.8435 1.1092 1.5313 0.94 -0.32 -0.36 -0.1571
H 1.7711 -1.3544 -0.6564 0.09 0.01 0.23 0.1388
H 1.7461 -1.4547 1.1301 0.20 0.13 -0.20 0.1136
H 4.0533 -1.5211 1.1929 0.09 0.24 -0.21 0.1195
H 4.0952 -1.5117 -0.5767 0.08 0.25 0.23 0.1209
H 4.2731 2.1355 -0.8532 0.07 -0.09 0.14 0.1191
H 4.2555 0.6375 -1.7551 -0.07 -0.05 0.11 0.1227
H 1.9877 2.2291 -0.9216 -0.16 -0.24 0.06 0.1283
H 1.9405 0.6739 -1.7850 0.07 0.20 0.20 0.0947
H 1.9915 2.2208 1.4982 -0.16 -0.10 0.11 0.1334
H 1.8952 0.6862 2.4074 0.04 0.10 -0.05 0.1154
H 4.2108 0.5904 2.4234 0.02 -0.01 -0.19 0.1201
H 4.2740 2.1183 1.5447 0.04 -0.24 -0.12 0.1203
C -5.0116 -0.0231 -3.4712 0.21 -0.09 0.17 -0.0531
C -4.4984 -0.6256 -2.3184 0.24 0.10 -0.10 -0.0340
C -3.1895 -0.3408 -1.9419 0.03 0.14 0.13 -0.2379
C -2.4069 0.5373 -2.6870 -0.10 0.30 -0.50 -0.2509
C -2.9178 1.1755 -3.8173 -0.13 -0.32 0.15 -0.0353
C -4.2256 0.8766 -4.2080 -0.02 -0.05 0.05 -0.0583
S -0.7451 0.8330 -2.1095 -0.09 -1.38 1.70 0.7228
O 0.2480 0.1679 -2.9561 -1.20 0.97 0.14 -0.3153
O -0.5481 2.2081 -1.7038 0.10 0.02 -0.91 -0.2952
C -0.9393 -0.1170 -0.6369 0.13 -1.30 -0.63 -0.3494
C -0.1051 0.0286 0.4345 -4.23 5.42 -0.23 -0.1633
C -0.4322 -0.5547 1.7082 0.76 -1.05 1.19 -0.2561
C -0.6498 -1.9425 1.8609 -0.13 0.08 1.09 -0.0416
C -1.1660 -2.4320 3.0777 0.06 0.21 -0.97 -0.0531
C -1.4533 -1.5412 4.1074 -0.34 -0.23 0.56 -0.0871
C -1.1733 -0.1863 3.9933 0.25 0.79 -0.76 -0.0644
C -0.5947 0.2989 2.8077 -0.83 -0.32 0.23 -0.0245
S -2.4419 -1.0045 -0.4448 1.53 -0.89 -1.34 0.7221
O -3.1507 -0.4972 0.7028 -0.31 -0.42 -0.36 -0.2699
O -2.1975 -2.4418 -0.5993 -1.03 1.13 0.24 -0.3147
H -6.0300 -0.2704 -3.7848 0.40 0.20 0.05 0.1128
H -5.0724 -1.3203 -1.7053 -0.01 0.21 -0.25 0.1278
H -2.2916 1.8826 -4.3653 -0.28 -0.24 0.09 0.1276
H -4.6367 1.3462 -5.1029 0.09 -0.12 0.29 0.1105
H 0.4658 1.0217 0.3767 -4.73 -0.91 1.05 0.1042
H -0.4344 -2.6459 1.0612 -0.15 0.29 0.03 0.1147
H -1.4443 -3.4927 3.1405 0.31 0.53 0.16 0.1143
H -1.9325 -1.9033 5.0245 0.21 0.08 -0.39 0.1075
H -1.4785 0.5535 4.7465 0.32 -0.61 -0.12 0.1104
H -0.4013 1.3634 2.6615 -0.11 -0.30 0.15 0.1225
```
Positions in Å, forces in eV/Å.

No. 4
C20H22N2O6S as an isolated structure. Source: the OMol25 dataset; level of theory: ωB97M-V/def2-TZVPD.

Output
* frontier orbital gap: 8.079 eV
* LUMO energy: -0.4153 eV
* E_HOMO: -8.5 eV

The geometry in XYZ format:
```
51
Properties=species:S:1:pos:R:3:forces:R:3:lowdin_charge:R:1
C -5.0100 -1.6530 1.4505 3.35 -3.55 -1.84 -0.1023
C -4.5552 -0.3233 0.9825 3.94 -0.92 0.13 -0.1080
H -4.3311 0.1724 1.9239 0.81 1.05 -0.51 0.1062
H -5.2016 0.2218 0.3907 -1.58 0.88 -1.03 0.0836
O -3.2774 -0.3941 -0.0877 -0.42 -0.82 5.43 -0.1516
C -2.0309 -0.8107 0.6086 -1.83 -0.86 1.10 -0.1685
C -1.0432 -1.0366 -0.2947 -2.33 -1.57 -3.99 -0.0740
C 0.1118 -1.8070 -0.0561 -2.46 2.36 6.43 0.0248
C 0.4706 -1.9543 1.3145 -3.79 1.62 -1.86 -0.1401
C -0.5465 -1.4810 2.2759 6.29 -3.10 -5.89 -0.0635
C -1.7475 -1.1814 2.1124 -2.07 2.25 -12.24 0.0213
H -2.3814 -0.9374 2.7413 -5.80 2.01 6.20 0.0248
H -0.2642 -1.5603 3.1614 2.69 -0.82 8.04 0.0480
C 1.7176 -2.4778 1.8353 2.98 -2.34 -12.05 -0.0412
N 2.8888 -1.7146 1.1891 -5.57 8.34 12.10 0.0957
C 3.7136 -1.9208 0.3456 3.86 -5.44 -8.76 -0.6512
O 3.4621 -2.8787 -0.4497 1.47 0.13 -0.05 -0.0254
C 4.8312 -0.9640 -0.0133 2.43 -2.95 3.25 -0.1796
C 4.2011 -0.0049 -0.9030 14.43 8.00 8.88 -0.1582
H 3.5836 -0.1695 -1.5042 -9.84 -3.04 -8.63 -0.0432
H 5.2003 0.5172 -1.4922 -3.03 -1.02 1.29 0.1870
S 3.6689 1.4786 0.2811 -6.44 -7.32 -4.60 0.6732
O 4.2749 2.6171 -0.1074 3.65 6.50 -1.90 -0.2503
O 3.5650 1.1468 1.6507 -0.06 -0.81 2.12 -0.3184
C 1.8721 1.3630 -0.5824 -1.33 3.64 6.05 -0.1307
C 0.7549 1.6056 0.3805 6.53 -0.97 -1.31 -0.0331
C -0.4398 1.9660 -0.1596 -2.33 -1.83 17.59 -0.1401
C -0.7240 1.9109 -1.3134 1.55 3.74 -16.77 -0.1959
C 0.5027 2.1685 -2.2163 -8.49 -1.34 -3.99 -0.0644
C 1.6892 1.9700 -1.8457 6.12 -2.95 0.94 -0.0541
H 2.5252 1.8342 -2.5114 0.12 0.76 -0.58 0.1410
O -0.0077 2.2461 -3.6486 -0.83 0.64 4.92 0.0843
C -1.4453 2.4242 -3.4280 1.43 1.53 -8.65 -0.4630
O -2.0837 2.7229 -4.4893 1.29 -1.34 4.66 0.0361
N -1.7351 2.3246 -2.1805 -4.64 -2.37 6.25 0.0299
C -3.2236 2.1931 -1.5416 1.94 12.14 -7.47 0.0991
H -3.7949 2.3364 -2.7006 0.97 -0.25 3.96 0.1702
H -3.3046 3.3065 -0.7913 -0.08 -3.96 -2.40 0.1876
H -3.3851 1.3503 -1.1564 -0.88 -6.64 3.37 -0.0812
H -1.1999 1.7781 0.8282 0.99 1.30 -3.14 0.2019
H 0.9913 1.6117 1.4830 -0.57 -0.36 -1.44 0.1310
H 5.3266 -0.5762 1.1282 -1.30 -0.52 -3.75 0.2020
H 5.6551 -1.5791 -0.5710 -1.60 1.03 1.26 0.1553
H 3.0924 -0.6073 1.6384 -1.10 -4.14 -0.90 0.2018
H 1.9728 -3.5317 1.2961 -0.92 1.96 1.77 0.1931
H 1.6754 -2.4830 2.7674 0.79 -0.04 8.27 0.0345
H 0.7461 -1.8670 -0.7885 3.65 -1.27 -4.04 0.0552
H -1.5190 -0.9710 -1.4756 1.87 0.12 3.33 0.2037
H -4.2567 -2.4257 1.9218 -0.81 2.40 0.04 0.1254
H -5.1104 -2.2970 0.5963 -1.06 -0.13 -0.90 0.0714
H -5.8748 -1.6589 2.0047 -2.03 0.27 1.30 0.0498
```
Positions in Å, forces in eV/Å.

No. 5
C20H22N2O9RuS as an isolated structure. Source: the OMol25 dataset; level of theory: ωB97M-V/def2-TZVPD.

Output
* expectation value of S²: 6.045
* frontier orbital gap (spin up / spin down): 7.410 / 3.995 eV
* spin multiplicity: 5
* charge: +2
* LUMO energy (spin up / spin down): -7.2771 / -11.1729 eV
* E_HOMO (spin up / spin down): -14.7 / -15.2 eV

The geometry in XYZ format:
```
55
Properties=species:S:1:pos:R:3:forces:R:3:lowdin_charge:R:1
Ru 0.5254 -0.4040 -1.0920 0.63 -0.87 1.25 1.5994
O -0.4224 -4.2678 -2.4069 -0.88 -0.15 0.15 0.1968
C 0.0219 -3.1085 -1.9955 0.03 -1.04 0.24 -0.4152
O -0.6802 -2.1095 -1.9100 -0.04 0.80 0.05 0.0309
C 1.4665 -3.1133 -1.5609 -1.19 2.53 0.45 -0.1336
C 2.3517 -4.1125 -1.5375 1.15 -0.55 -0.35 0.0444
C 3.6579 -3.8080 -1.1228 1.01 -1.91 -0.16 0.0377
C 4.0701 -2.5337 -0.7769 -0.11 -0.17 -0.40 0.0755
C 3.1162 -1.5263 -0.8267 -1.30 -1.20 0.27 -0.1107
N 1.8340 -1.8703 -1.1149 1.09 -0.18 -0.95 -0.0092
C 3.2626 -0.1032 -0.4157 4.08 3.42 2.21 -0.4603
O 4.3897 0.4346 -0.1108 -4.79 -2.85 -1.61 0.0926
O 2.1095 0.5382 -0.2603 -0.09 -0.28 -0.93 -0.1503
H -1.4214 -4.3215 -2.4919 1.39 0.42 -0.06 0.1992
H 2.1126 -5.0761 -1.9369 -0.14 -0.45 0.09 0.1412
H 4.3489 -4.7069 -1.1436 -0.55 1.54 0.22 0.1621
H 5.0897 -2.3038 -0.5244 0.19 0.08 0.11 0.1449
O -1.0567 1.0544 -0.7937 0.03 0.95 -0.53 -0.0672
C -0.5586 1.7939 -1.6894 0.29 -0.10 -0.56 -0.5622
O 0.4332 1.4021 -2.3751 -1.00 0.73 0.26 -0.0359
C -1.0625 3.1950 -1.9696 0.03 -0.94 0.84 -0.0083
C -2.3720 3.5998 -1.7768 -1.50 1.45 -0.02 0.0769
C -2.7178 4.9752 -1.8942 0.35 -3.29 -0.07 0.0858
C -1.7768 5.8750 -2.3791 1.88 0.27 -0.05 0.1627
C -0.4385 5.4341 -2.5165 -0.89 -0.32 0.71 -0.1135
C -0.0693 4.1534 -2.2727 2.81 -0.23 -1.24 0.1414
N 0.5723 6.3959 -2.7530 4.42 3.67 -1.44 -0.2611
O 0.2450 7.6071 -3.0181 0.58 -4.18 1.01 0.1088
O 1.7817 5.9847 -2.7048 -3.97 1.29 -0.09 0.1024
H -3.1332 2.8581 -1.5449 0.14 0.24 0.16 0.1460
H -3.7002 5.2792 -1.6770 -1.11 0.39 0.19 0.1275
H -1.9566 6.9069 -2.6055 -0.38 0.42 -0.07 0.1490
H 1.0292 3.8171 -2.4207 -2.04 0.72 0.44 0.1967
C 2.4134 -0.6082 3.3168 -1.64 0.21 0.44 -0.0763
C 1.1285 -0.4500 4.1883 0.17 0.41 -0.15 -0.2661
C -0.0218 -1.1780 3.4926 -1.43 -0.82 0.51 -0.3170
S -0.7540 -0.2449 2.0872 0.68 0.15 0.14 1.0546
O -0.0064 -0.9667 0.9252 -0.74 -0.05 -0.24 -0.6509
C -2.5339 -0.7125 1.9547 1.15 0.77 -0.92 -0.3364
C -2.7329 -2.1458 1.6951 0.08 -2.87 0.27 -0.3349
C -4.1505 -2.4416 1.2212 -0.76 0.68 -0.51 -0.0991
H 3.2060 0.0072 3.7064 0.35 0.16 -0.07 0.0815
H 2.0775 -0.2735 2.3355 0.73 0.01 -0.30 0.0394
H 2.7128 -1.6594 3.2853 0.03 0.15 -0.05 0.0865
H 0.8613 0.6065 4.3306 0.25 -0.18 -0.03 0.1093
H 1.3069 -0.8556 5.1807 -0.25 -0.18 0.08 0.1146
H -0.9014 -1.5891 4.0709 1.05 0.82 -0.06 0.1175
H 0.4385 -2.0427 3.0378 -0.26 -0.42 -0.52 0.0837
H -2.9218 -0.0742 1.1284 0.45 -0.32 0.41 0.1049
H -3.0239 -0.3945 2.8517 -0.13 0.34 0.72 0.1023
H -2.5959 -2.7633 2.6129 0.06 0.70 -0.23 0.1240
H -1.9837 -2.6201 1.0053 -0.61 0.86 0.25 0.1116
H -4.9322 -1.8579 1.7828 0.77 -0.77 -0.32 0.1040
H -4.3630 -3.5057 1.2425 -0.13 -0.06 0.36 0.0779
H -4.2753 -2.1693 0.1667 0.05 0.21 0.08 0.0746
```
Positions in Å, forces in eV/Å.

Computed energy relative to the best compared isomer or geometry (same formula, charge and spin), in the same sequence as the records: 96.81, 192.31, 778.83, 1894.58, 0.00 kJ/mol.
Computed energy, in the same sequence as the records: -28173.139, -78633.396, -53930.850, -47178.991, -55899.729 eV.